Computed, not measured: a structure of composition C38H38F3N2O3SSiY in a non-equilibrium geometry, with the ωB97M-V functional and the def2-TZVPD basis.

Summary:
electronic energy	-2831.87079	hartree
F_max	0.02310	hartree/bohr
energy above the lowest of the compared OMol25 structures with the same formula, charge and spin	20.9	kcal per mole
2S+1	1

Geometry (Å):
Y: 0.191286 0.008175 -0.305156
C: -1.217266 -2.753643 1.559812
C: -1.570397 -1.491593 2.020809
C: -0.628300 -0.703444 2.687207
C: 0.665708 -1.175470 2.865261
C: 1.017490 -2.435903 2.390489
C: 0.077731 -3.225369 1.747112
H: -1.946099 -3.363730 1.040610
H: -2.584875 -1.132518 1.888346
H: -0.907550 0.263500 3.076371
H: 1.405901 -0.550872 3.348113
H: 2.038570 -2.781299 2.491765
H: 0.358670 -4.197356 1.359906
C: -0.090115 -1.986014 -1.567718
Si: -0.378002 -1.530080 -3.312608
C: -1.746715 -0.221231 -3.189687
N: -1.495196 0.866995 -2.188974
C: -2.786819 1.422869 -1.717598
C: -3.523900 2.239223 -2.772371
C: -2.616836 3.376153 -3.306146
C: -1.238251 3.335212 -2.647829
C: -0.635945 1.947990 -2.790757
C: 1.134111 -0.875596 -4.199025
C: 2.422331 -1.165323 -3.742789
C: 3.546531 -0.715052 -4.423785
C: 3.399955 0.036491 -5.581207
C: 2.127198 0.330196 -6.059313
C: 1.009132 -0.124083 -5.372180
C: -1.072756 -2.872252 -4.434308
C: -2.335880 -3.425339 -4.188260
C: -2.853581 -4.435145 -4.988576
C: -2.109542 -4.920021 -6.057722
C: -0.853357 -4.389599 -6.318795
C: -0.344618 -3.373639 -5.517202
H: 0.811832 -2.603674 -1.450804
H: -0.941794 -2.603747 -1.252301
H: -2.621876 -0.784732 -2.844099
H: -2.025050 0.202371 -4.165692
H: -2.596451 2.051983 -0.856308
H: -3.397369 0.588241 -1.371318
H: -4.429484 2.641770 -2.314658
H: -3.851709 1.590176 -3.585907
H: -3.081200 4.350113 -3.149085
H: -2.484143 3.265393 -4.385356
H: -1.293859 3.621247 -1.595043
H: -0.562368 4.048703 -3.119518
H: 0.363142 1.933182 -2.352357
H: -0.506715 1.736996 -3.853978
H: 2.554442 -1.737297 -2.827339
H: 4.535856 -0.938093 -4.041537
H: 4.274850 0.398610 -6.108561
H: 2.008289 0.909922 -6.966666
H: 0.021058 0.099304 -5.768754
H: -2.927562 -3.071417 -3.345918
H: -3.833721 -4.846756 -4.777973
H: -2.508729 -5.708182 -6.684608
H: -0.269318 -4.764918 -7.151129
H: 0.635302 -2.962103 -5.740238
F: 0.968848 5.265139 2.245594
C: -0.129700 5.379743 1.489583
F: 0.263928 5.649381 0.238656
F: -0.792396 6.474963 1.931687
C: -1.007476 4.157061 1.563917
C: -2.284874 4.286612 2.060846
C: -3.124656 3.178726 2.123943
C: -2.628973 1.989141 1.652292
N: -1.393255 1.834938 1.166540
C: -0.541091 2.887576 1.130278
S: 1.035591 2.565527 0.525545
H: -2.631326 5.251752 2.401757
H: -4.129001 3.246834 2.518123
H: -3.251906 1.097511 1.657238
O: 4.385018 -2.381909 -0.614720
C: 5.064980 -1.199086 -0.634137
C: 6.450607 -1.147303 -0.709945
C: 7.097079 0.078775 -0.770576
C: 6.369241 1.259351 -0.772870
C: 4.985305 1.201047 -0.710174
C: 4.327092 -0.017586 -0.619321
C: 2.835501 -0.035472 -0.543404
O: 2.240654 -0.649238 0.401987
O: 2.175633 0.590963 -1.417124
H: 5.014981 -3.108310 -0.642509
H: 7.021581 -2.070095 -0.731229
H: 8.177699 0.106608 -0.827502
H: 6.874175 2.214815 -0.830937
H: 4.391229 2.107754 -0.730054

Forces on atoms 1 to 2 (eV/Å):
-0.4625 0.9217 0.5898
-0.0200 0.0463 -0.0151

***

Computed, not measured: a cluster of 6 separate species, C40H90ClN5 in total in a non-equilibrium geometry, with the ωB97M-V functional and the def2-TZVPD basis.

Summary:
net charge	+4
electronic energy	-2310.63849	hartree
F_max	0.05352	hartree/bohr
energy above the lowest of the compared OMol25 structures with the same formula, charge and spin	79.6	kcal per mole
2S+1	1

Geometry (Å):
Cl: -3.867260 -14.673740 -1.016000
C: -7.216700 -10.804310 0.328620
C: -5.682760 -10.388680 0.228300
C: -4.900270 -10.940580 -0.999650
N: -3.453010 -10.351320 -1.088130
C: -2.571600 -10.904680 0.101830
C: -2.778860 -10.887670 -2.347730
C: -1.790000 -9.882630 -2.749580
C: -2.442320 -8.589160 -2.417040
C: -3.433050 -8.852300 -1.286970
H: -7.754480 -10.318830 -0.485750
H: -7.786200 -10.618130 1.239170
H: -7.433040 -11.872610 0.322920
H: -5.176730 -10.536330 1.182360
H: -5.519180 -9.313010 0.163020
H: -5.359630 -10.833090 -1.982260
H: -4.831920 -12.012810 -0.815960
H: -1.633380 -10.352160 0.152410
H: -2.608450 -11.993830 0.123880
H: -3.037060 -10.590840 1.036150
H: -2.388760 -11.882080 -2.130740
H: -3.609620 -11.045980 -3.035400
H: -1.044900 -10.087180 -1.980760
H: -1.524660 -10.031510 -3.796250
H: -1.715990 -7.837380 -2.108190
H: -2.941310 -8.260250 -3.328590
H: -3.107820 -8.444330 -0.329950
H: -4.363490 -8.547690 -1.766150
C: -9.068400 -16.063740 -1.438110
C: -8.644820 -15.462340 -0.107940
C: -7.244380 -16.042740 0.220260
N: -6.693630 -15.634290 1.645080
C: -6.690960 -14.074760 1.853900
C: -5.359180 -16.339970 1.806020
C: -5.565470 -17.596320 2.728630
C: -7.048660 -17.747140 2.923640
C: -7.486860 -16.300680 2.787790
H: -8.599750 -15.676470 -2.342810
H: -10.116700 -15.831920 -1.626300
H: -8.982440 -17.136660 -1.610040
H: -9.440680 -15.507840 0.635450
H: -8.547290 -14.377420 -0.147110
H: -6.667660 -15.419150 -0.462850
H: -7.031670 -17.111280 0.187590
H: -6.038460 -13.674910 1.077720
H: -6.395500 -13.806350 2.868180
H: -7.733060 -13.759600 1.800980
H: -4.570570 -15.610550 1.990770
H: -4.949310 -16.687670 0.857760
H: -5.124060 -17.371510 3.699570
H: -5.002080 -18.456900 2.367940
H: -7.315470 -18.118870 3.912940
H: -7.644240 -18.432450 2.320540
H: -7.157370 -15.879760 3.737720
H: -8.573090 -16.214530 2.815980
C: -0.351500 -14.246440 -2.258450
C: 0.967060 -15.093740 -2.576370
C: 0.712590 -15.866740 -3.911380
N: 1.851980 -16.835800 -4.425230
C: 3.175860 -16.031750 -4.707980
C: 2.141090 -17.982820 -3.411040
C: 2.544960 -19.160990 -4.262490
C: 2.351890 -18.814120 -5.728680
C: 1.484670 -17.564800 -5.718250
H: -1.255510 -14.854290 -2.221340
H: -0.396120 -13.411540 -2.957770
H: -0.231170 -13.882190 -1.238180
H: 1.188390 -15.839000 -1.812360
H: 1.753390 -14.345590 -2.676680
H: 0.424730 -15.167540 -4.696460
H: -0.172860 -16.501430 -3.875930
H: 3.780450 -16.840060 -5.119330
H: 3.423800 -15.395290 -3.858540
H: 2.899330 -15.204260 -5.361340
H: 2.868570 -17.665970 -2.663730
H: 1.228300 -18.117500 -2.830720
H: 3.570680 -19.374510 -3.961810
H: 1.954660 -20.053920 -4.056790
H: 3.341800 -18.686210 -6.166640
H: 1.918190 -19.650730 -6.276480
H: 1.668150 -16.793180 -6.465940
H: 0.413910 -17.742960 -5.619100
C: -6.650930 -17.918990 -4.080050
C: -6.340600 -16.527010 -4.724150
C: -4.983290 -16.037810 -4.323060
N: -4.479850 -14.637270 -4.933060
C: -5.397890 -13.529370 -4.336140
C: -4.354140 -14.633390 -6.485340
C: -3.404530 -13.469370 -6.835220
C: -2.328930 -13.592880 -5.733680
C: -2.934770 -14.464200 -4.621040
H: -5.797860 -18.568090 -4.277670
H: -7.560770 -18.432540 -4.390790
H: -6.836100 -17.804160 -3.012050
H: -7.100770 -15.846380 -4.340760
H: -6.487900 -16.459830 -5.802060
H: -4.288490 -16.772680 -4.729660
H: -4.784530 -16.033320 -3.251340
H: -6.232080 -13.613730 -5.032640
H: -4.967520 -12.531310 -4.418330
H: -5.576080 -13.820200 -3.300880
H: -5.332090 -14.366940 -6.886210
H: -4.054450 -15.611770 -6.860930
H: -3.909240 -12.507860 -6.741060
H: -3.018780 -13.465680 -7.854670
H: -1.998100 -12.629650 -5.345280
H: -1.402290 -13.983970 -6.153800
H: -2.919000 -14.033480 -3.619870
H: -2.455600 -15.440310 -4.696580
C: -1.029870 -19.096650 2.723730
C: -0.557030 -17.696060 3.211150
C: -1.481080 -16.599640 2.638780
N: -1.026710 -15.192050 3.007630
C: -1.244870 -14.907480 4.477170
C: -1.859270 -14.047440 2.262360
C: -0.894530 -12.794970 2.397680
C: 0.538250 -13.400230 2.150470
C: 0.359020 -14.927800 2.411140
H: -0.991870 -19.305090 1.654520
H: -2.113190 -19.169520 2.819750
H: -0.627800 -19.965140 3.245420
H: 0.475390 -17.571290 2.884580
H: -0.590640 -17.583280 4.294770
H: -2.509560 -16.659810 2.994740
H: -1.614890 -16.657190 1.558560
H: -0.531030 -15.452980 5.094380
H: -2.290910 -15.126350 4.691680
H: -1.119430 -13.849760 4.708680
H: -2.857970 -13.956310 2.689430
H: -1.972800 -14.423380 1.245570
H: -0.918700 -12.422380 3.421740
H: -1.166590 -11.987150 1.718340
H: 1.236620 -12.900730 2.821960
H: 0.833180 -13.135590 1.135050
H: 1.174920 -15.291620 3.035670
H: 0.378040 -15.513430 1.492020

Forces on atoms 1 to 2 (eV/Å):
0.0330 0.3034 0.1211
0.6465 0.1313 -0.5107

***

Computed, not measured: a cluster of 8 separate species, C18H55N3O11 in total in a non-equilibrium geometry, with the ωB97M-V functional and the def2-TZVPD basis.

Summary:
electronic energy	-1710.52966	hartree
F_max	0.07383	hartree/bohr
energy above the lowest of the compared OMol25 structures with the same formula, charge and spin	55.1	kcal per mole
2S+1	1

Geometry (Å):
O: -0.147644 -0.527666 -0.308728
H: 0.230706 -0.035056 -1.040708
H: -0.664224 -1.299066 -0.553038
H: 0.550546 -0.811916 0.285692
O: -1.427374 -2.540836 -0.992078
H: -0.539524 -2.817386 -1.291688
C: -1.689194 4.652204 -2.857358
C: -2.131144 3.322944 -2.253268
C: -3.662724 3.313074 -1.960158
O: -3.895064 2.268204 -1.058288
C: -5.189594 2.130124 -0.583948
N: -1.530354 2.282414 -3.069498
H: -2.020284 5.500564 -2.258398
H: -2.294144 4.701694 -3.762728
H: -0.630084 4.738104 -3.100288
H: -1.611694 3.398194 -1.297958
H: -4.271424 3.123894 -2.844348
H: -4.038364 4.237114 -1.520678
H: -5.470104 2.896164 0.138962
H: -5.229354 1.154694 -0.099138
H: -5.892734 2.115874 -1.416708
H: -1.787984 1.367114 -2.728968
H: -1.891264 2.198364 -4.009058
C: 1.535436 -2.262446 2.576992
C: 2.480246 -2.236226 1.328242
C: 2.259286 -3.361316 0.274252
O: 2.465736 -4.728696 0.723382
C: 3.835736 -5.060436 1.011942
N: 2.207406 -0.987766 0.737982
H: 1.693786 -1.551316 3.387742
H: 1.677386 -3.225526 3.067332
H: 0.487336 -2.073156 2.345142
H: 3.479426 -2.256916 1.763342
H: 2.906696 -3.134046 -0.572688
H: 1.222306 -3.329686 -0.060058
H: 4.221676 -4.488856 1.856002
H: 4.517676 -4.912586 0.174572
H: 3.836756 -6.127626 1.233802
H: 2.432806 -0.264036 1.405442
H: 2.864616 -0.809846 -0.008018
C: 1.176426 2.640014 1.845572
C: 2.635826 2.298424 2.185992
C: 3.286146 3.339534 3.151902
O: 2.634036 3.281414 4.461982
C: 3.414566 3.992064 5.412122
N: 2.689206 0.956734 2.785402
H: 1.202986 3.606014 1.341352
H: 0.521256 2.832464 2.695172
H: 0.640316 1.883794 1.272152
H: 3.130996 2.362354 1.217062
H: 3.387196 4.345444 2.744422
H: 4.272226 2.879974 3.219242
H: 2.868696 4.126434 6.345972
H: 3.753246 4.969884 5.069672
H: 4.391286 3.512744 5.478262
H: 2.059126 0.998424 3.573672
H: 3.533416 0.815904 3.321652
C: 1.656696 0.514824 -2.875368
C: 3.199266 0.574604 -2.777618
O: 3.722336 -0.364746 -1.783178
O: 0.952926 1.345084 -1.914488
H: 1.203066 -0.473436 -2.950608
H: 1.345646 0.962834 -3.819098
H: 3.660096 1.557184 -2.676238
H: 3.550476 0.136594 -3.711908
H: 4.623006 -0.090356 -1.595818
H: 0.204126 1.796644 -2.310718
C: -4.134694 -1.090076 -2.288638
C: -3.046534 -0.556986 -3.292048
O: -1.819894 -0.513906 -2.674428
O: -4.084934 -2.467076 -1.970668
H: -5.025324 -0.888566 -2.883838
H: -4.236334 -0.484586 -1.387998
H: -3.338664 0.463554 -3.539518
H: -3.088884 -1.141786 -4.210928
H: -1.813514 -1.272396 -2.086008
H: -3.218524 -2.561786 -1.568208
C: -2.978864 -3.540016 2.021372
C: -2.188934 -4.712536 1.357042
O: -2.301824 -4.803776 -0.062328
O: -2.314404 -2.410956 1.659152
H: -2.866564 -3.484056 3.104132
H: -4.023924 -3.456046 1.723192
H: -2.675804 -5.582556 1.797652
H: -1.146284 -4.570906 1.641522
H: -1.868454 -4.029316 -0.428378
H: -2.433494 -2.255416 0.719352

Forces on atoms 1 to 2 (eV/Å):
-0.7585 2.4485 0.8708
0.4577 1.1889 -0.8798

***

Computed, not measured: a structure of composition C18H36BrN2O2Zr in a non-equilibrium geometry, with the ωB97M-V functional and the def2-TZVPD basis.

Summary:
net charge	+1
electronic energy	-3588.18221	hartree
F_max	0.09687	hartree/bohr
2S+1	1

Geometry (Å):
Zr: 0.085140 -0.218533 -0.150202
C: -3.862974 -0.249207 2.679857
C: -2.616962 -0.984234 3.197337
C: -3.038365 -1.910061 4.336786
C: -3.731100 -3.173857 3.843458
C: -2.833018 -3.857259 2.787498
C: -2.437344 -2.961669 1.614785
N: -1.893792 -1.721976 2.176048
O: -1.373114 -0.922330 1.235014
C: -3.645529 -2.760155 0.693245
C: -1.342311 -3.749893 0.894035
C: -1.718094 0.069002 3.849425
H: -3.558122 0.316909 1.791931
H: -4.147139 0.530175 3.387927
H: -4.722785 -0.865239 2.442282
H: -3.672443 -1.397612 5.059790
H: -2.176877 -2.278422 4.905339
H: -4.738275 -3.009893 3.451886
H: -3.841862 -3.908089 4.642677
H: -3.374871 -4.754372 2.489214
H: -1.969662 -4.164426 3.384630
H: -4.549322 -2.621332 1.277718
H: -3.739766 -3.460419 -0.132762
H: -3.494704 -1.811222 0.159269
H: -0.895751 -3.137866 0.105507
H: -1.802817 -4.611765 0.416197
H: -0.519568 -4.082700 1.526882
H: -2.132491 0.412126 4.791644
H: -1.518457 0.865760 3.128603
H: -0.729677 -0.336040 4.093112
C: 3.846178 2.252985 -0.518231
C: 2.745834 2.909499 -1.365769
C: 3.428511 3.799384 -2.427750
C: 4.094197 3.069676 -3.567161
C: 3.087426 2.163827 -4.262453
C: 2.338080 1.214725 -3.320481
N: 1.987783 1.858248 -2.053577
O: 1.141970 1.234324 -1.278726
C: 3.186903 -0.022205 -3.035127
C: 1.056892 0.857946 -4.080496
C: 1.931395 3.853884 -0.488975
H: 3.492125 1.527646 0.215900
H: 4.419602 3.046844 -0.029601
H: 4.642510 1.776671 -1.095396
H: 4.079439 4.498067 -1.903376
H: 2.614572 4.392024 -2.864917
H: 4.982008 2.517094 -3.239504
H: 4.514318 3.730040 -4.329605
H: 3.652368 1.592806 -5.007801
H: 2.430967 2.709937 -4.944618
H: 2.569094 -0.719773 -2.439655
H: 4.044909 0.105616 -2.377235
H: 3.454452 -0.609284 -3.911209
H: 0.462530 1.768514 -4.166295
H: 0.449022 0.186192 -3.476123
H: 1.184697 0.378005 -5.045989
H: 2.535741 4.650023 -0.068773
H: 1.461671 3.300971 0.328129
H: 1.141237 4.280411 -1.110742
Br: -0.984378 -1.569498 -2.213575

Forces on atoms 1 to 2 (eV/Å):
-2.6789 -0.3161 -2.0582
0.5228 0.7719 -0.5300